1.
4 unconnected molecules or ions with the total composition C29H61N3O6. Source: the OMol25 dataset; level of theory: the ωB97M-V functional and the def2-TZVPD basis.

The geometry in XYZ format:
```
99
Properties=species:S:1:pos:R:3:lowdin_charge:R:1
C -3.13 5.00 0.55 0.068
C -2.23 5.49 -0.13 -0.124
C -1.25 6.03 -1.21 -0.175
C 0.10 5.19 -1.39 -0.189
C 0.01 3.66 -0.98 -0.152
C -0.64 2.73 -2.13 -0.133
C -1.96 3.27 -2.84 -0.377
O -2.11 3.81 -3.91 0.118
O -2.96 2.97 -1.87 -0.048
C -2.52 1.98 -0.88 -0.098
C -1.30 1.34 -1.63 -0.340
C -0.20 0.54 -0.79 -0.150
C -0.82 -0.71 0.03 -0.206
C -0.85 -0.41 1.60 -0.111
C -1.49 0.43 -2.93 -0.121
C -2.99 0.04 -3.31 -0.155
C -3.45 0.61 -4.75 -0.149
C -4.65 1.64 -4.65 -0.240
O -5.84 1.07 -4.07 -0.214
C -6.71 2.08 -3.54 -0.125
H -4.04 4.83 1.19 0.057
H -1.79 6.09 -2.21 0.118
H -0.94 7.08 -0.88 0.114
H 0.96 5.68 -0.82 0.112
H 0.41 5.23 -2.48 0.121
H -0.45 3.47 0.04 0.107
H 1.09 3.30 -0.89 0.110
H 0.25 2.46 -2.78 0.152
H -3.46 1.36 -0.72 0.137
H -2.27 2.37 0.15 0.118
H 0.63 0.12 -1.46 0.117
H 0.34 1.17 -0.02 0.097
H -0.05 -1.55 -0.11 0.094
H -1.79 -1.09 -0.41 0.106
H -0.22 0.49 1.92 0.071
H -1.91 -0.17 1.91 0.070
H -0.45 -1.28 2.23 0.057
H -0.91 -0.53 -2.80 0.116
H -1.01 0.94 -3.83 0.123
H -3.77 0.26 -2.54 0.101
H -3.00 -1.09 -3.45 0.109
H -2.60 1.07 -5.33 0.110
H -3.82 -0.26 -5.39 0.113
H -4.30 2.52 -4.04 0.092
H -4.92 2.07 -5.68 0.135
H -7.00 1.79 -2.47 0.093
H -6.27 3.11 -3.49 0.092
H -7.68 2.17 -4.12 0.089
C -3.85 -5.15 2.53 -0.072
C -2.34 -4.96 2.56 -0.427
C -1.83 -3.94 1.51 -0.212
O -1.78 -4.44 0.18 -0.190
C -3.03 -4.41 -0.50 -0.105
N -1.69 -6.27 2.40 0.042
H -4.18 -5.77 1.69 0.064
H -4.18 -5.65 3.44 0.077
H -4.37 -4.19 2.47 0.079
H -2.08 -4.57 3.55 0.135
H -0.79 -3.70 1.77 0.103
H -2.39 -3.00 1.56 0.110
H -3.63 -3.54 -0.21 0.090
H -3.58 -5.33 -0.32 0.074
H -2.82 -4.35 -1.57 0.087
H -0.68 -6.15 2.52 0.061
H -1.78 -6.54 1.42 0.072
C 4.23 -2.97 3.46 -0.069
C 3.04 -3.89 3.19 -0.423
C 2.72 -4.06 1.69 -0.199
O 2.06 -2.95 1.10 -0.209
C 2.92 -1.89 0.72 -0.093
N 1.88 -3.38 3.94 0.046
H 3.99 -1.92 3.34 0.055
H 4.58 -3.10 4.49 0.078
H 5.07 -3.21 2.79 0.080
H 3.30 -4.87 3.58 0.136
H 2.03 -4.90 1.59 0.117
H 3.62 -4.33 1.12 0.120
H 3.89 -2.24 0.38 0.094
H 3.04 -1.19 1.56 0.070
H 2.44 -1.34 -0.09 0.077
H 1.11 -4.05 3.84 0.060
H 1.54 -2.56 3.45 0.059
C 7.09 3.05 1.24 -0.073
C 6.01 2.55 0.28 -0.430
C 4.63 2.41 0.93 -0.204
O 4.48 1.27 1.77 -0.207
C 5.00 1.43 3.08 -0.101
N 6.46 1.28 -0.31 0.039
H 7.44 2.28 1.93 0.064
H 7.97 3.39 0.67 0.077
H 6.73 3.90 1.82 0.079
H 5.92 3.29 -0.52 0.135
H 3.89 2.28 0.13 0.114
H 4.34 3.33 1.47 0.119
H 4.88 2.46 3.45 0.092
H 6.05 1.14 3.11 0.077
H 4.45 0.76 3.75 0.083
H 5.79 1.00 -1.02 0.070
H 6.37 0.56 0.41 0.068
```

- E_tot (a.u.) = -1757.019279
- LUMO energy (eV) = 0.412
- ΔE to the lowest compared entry with this formula, charge and spin (kcal/mol) = 0.0
- multiplicity = 1
- SMILES = C#CCCC[C@@H]1C(=O)OC[C@@]1(CCC)CCCCOC.COC[C@@H](C)N.COC[C@@H](C)N.COC[C@@H](C)N
- frontier orbital gap (eV) = 9.703



2.
7 unconnected molecules or ions with the total composition C10H35N13O7. Source: the OMol25 dataset; level of theory: the ωB97M-V functional and the def2-TZVPD basis.

The geometry in XYZ format:
```
65
Properties=species:S:1:pos:R:3:lowdin_charge:R:1
C -2.14 -0.79 3.43 -0.662
O -2.18 -1.89 2.86 -0.036
N -0.98 -0.09 3.54 0.187
N -3.23 -0.28 4.06 0.186
H -0.15 -0.49 3.14 0.089
H -0.98 0.83 3.92 0.099
H -3.20 0.58 4.58 0.106
H -4.05 -0.86 4.08 0.112
C -3.45 1.46 -3.17 -0.687
O -4.00 1.54 -4.26 0.013
N -3.10 2.53 -2.39 0.158
N -3.13 0.24 -2.63 0.155
H -3.41 3.42 -2.73 0.100
H -2.30 2.44 -1.79 0.080
H -3.22 -0.51 -3.29 0.097
H -2.77 0.05 -1.70 0.047
C -0.71 -0.61 -0.21 -0.632
O -1.64 0.21 0.01 -0.068
N -0.66 -1.78 0.46 0.193
N 0.24 -0.35 -1.13 0.201
H 0.11 -2.41 0.33 0.090
H -1.32 -1.90 1.23 0.064
H 0.89 -1.09 -1.33 0.074
H 0.17 0.51 -1.65 0.077
C -3.68 2.53 1.86 -0.699
O -4.21 3.42 2.52 0.000
N -2.33 2.32 1.82 0.149
N -4.41 1.64 1.09 0.160
H -1.76 2.95 2.34 0.097
H -2.01 1.48 1.35 0.034
H -5.39 1.74 1.26 0.100
H -3.96 0.85 0.68 0.074
C 3.04 -2.83 -1.41 -0.691
O 3.99 -2.28 -0.90 0.032
N 2.41 -3.89 -0.78 0.138
N 2.45 -2.45 -2.57 0.140
H 1.61 -4.35 -1.18 0.084
H 2.84 -4.33 0.01 0.099
H 2.76 -1.64 -3.10 0.064
H 1.74 -3.05 -2.95 0.095
C 1.27 -2.93 4.34 -0.680
O 1.67 -2.15 3.49 0.009
N -0.05 -3.12 4.59 0.171
N 2.13 -3.70 5.08 0.145
H -0.36 -3.61 5.41 0.100
H -0.70 -2.65 3.99 0.050
H 1.84 -4.34 5.79 0.089
H 3.10 -3.66 4.83 0.100
C 4.47 1.58 -3.39 -0.054
C 3.07 1.37 -2.82 -0.413
C 2.19 2.63 -2.77 -0.159
O 1.09 2.24 -1.93 -0.261
C 1.06 2.90 -0.66 -0.074
N 2.41 0.33 -3.65 0.020
H 4.39 1.87 -4.44 0.079
H 5.06 0.67 -3.30 0.080
H 4.99 2.36 -2.82 0.079
H 3.10 0.93 -1.82 0.140
H 1.76 2.74 -3.77 0.128
H 2.72 3.52 -2.42 0.124
H 0.49 2.23 -0.02 0.072
H 0.51 3.85 -0.72 0.091
H 2.07 3.05 -0.28 0.093
H 1.40 0.39 -3.50 0.067
H 2.44 0.59 -4.64 0.086
```

- E_tot (a.u.) = -1640.795840
- LUMO energy (eV) = 0.401
- ΔE to the lowest compared entry with this formula, charge and spin (kcal/mol) = 0.0
- multiplicity = 1
- SMILES = COC[C@H](C)N.NC(N)=O.NC(N)=O.NC(N)=O.NC(N)=O.NC(N)=O.NC(N)=O
- frontier orbital gap (eV) = 9.676



3.
C5H7NO in the gas phase. Source: the OMol25 dataset; level of theory: the ωB97M-V functional and the def2-TZVPD basis.

The geometry in XYZ format:
```
14
Properties=species:S:1:pos:R:3:lowdin_charge:R:1
C -1.46 0.21 -0.85 -0.246
C 1.04 -0.24 -0.34 -0.333
C 1.10 -1.72 -0.42 -0.021
C -0.52 1.61 0.97 -0.068
C -0.52 0.26 0.28 -0.258
N -2.17 0.07 -1.73 0.148
O 1.62 0.71 -0.80 0.108
H 2.15 -2.02 -0.74 0.110
H 0.30 -2.06 -1.08 0.097
H 0.96 -2.25 0.54 0.096
H -0.91 1.52 1.90 0.042
H -1.04 2.35 0.39 0.076
H 0.53 1.96 0.82 0.093
H -1.07 -0.40 1.06 0.155
```

- E_tot (a.u.) = -324.655965
- LUMO energy (eV) = 0.489
- ΔE to the lowest compared entry with this formula, charge and spin (kcal/mol) = 43.0
- multiplicity = 1
- SMILES = CC(=O)[C@@H](C)C#N
- frontier orbital gap (eV) = 10.581



4.
A molecular structure, C20H49FN2O3Si2. Source: the OMol25 dataset; level of theory: the ωB97M-V functional and the def2-TZVPD basis.

The geometry in XYZ format:
```
77
Properties=species:S:1:pos:R:3:lowdin_charge:R:1
C -4.81 -2.89 1.01 -0.112
C -3.32 -3.41 1.50 -0.372
C -3.50 -4.16 2.94 -0.119
C -2.18 -2.21 1.48 -0.274
C -2.67 -0.93 2.43 -0.088
C -0.74 -2.85 1.97 -0.251
O 0.38 -2.58 1.02 -0.318
Si 1.22 -4.16 0.94 0.532
O 0.30 -5.13 -0.21 -0.446
Si 0.99 -4.96 -1.82 0.566
C -0.30 -4.63 -3.22 -0.202
C -1.45 -5.83 -3.34 -0.220
O -2.13 -6.06 -4.47 -0.003
F -1.73 -6.72 -2.18 -0.043
H -4.63 -1.88 0.40 0.088
H -5.46 -2.72 1.97 0.069
H -5.34 -3.71 0.35 0.088
H -2.96 -4.22 0.69 0.137
H -2.72 -3.79 3.77 0.092
H -4.61 -4.18 3.35 0.081
H -3.21 -5.30 2.76 0.087
H -2.11 -1.79 0.37 0.136
H -2.96 -0.05 1.70 0.073
H -1.88 -0.61 3.22 0.080
H -3.66 -1.23 3.00 0.083
H -0.90 -4.04 1.94 0.079
H -0.49 -2.52 3.07 0.131
H 2.64 -4.04 0.64 -0.027
H 1.12 -4.78 2.28 -0.001
H 1.79 -6.17 -2.06 -0.022
H 1.89 -3.81 -1.79 -0.032
H -0.84 -3.59 -3.15 0.098
H 0.30 -4.62 -4.24 0.113
C -0.83 2.22 -0.52 -0.083
C -0.75 2.44 -2.03 -0.264
N 0.05 1.43 -2.72 -0.187
C 0.40 1.81 -4.10 -0.255
C -0.74 1.97 -5.09 -0.093
C -0.36 0.04 -2.55 -0.248
C -1.79 -0.33 -2.92 -0.088
H 0.17 2.12 -0.08 0.065
H -1.32 3.07 -0.04 0.076
H -1.41 1.32 -0.27 0.055
H -0.29 3.42 -2.17 0.117
H -1.76 2.51 -2.43 0.098
H 1.12 1.09 -4.50 0.111
H 0.95 2.76 -4.06 0.109
H -1.16 1.01 -5.39 0.056
H -0.37 2.45 -6.01 0.072
H -1.55 2.61 -4.70 0.069
H -0.20 -0.23 -1.49 0.099
H 0.33 -0.62 -3.09 0.111
H -2.53 0.36 -2.50 0.070
H -2.03 -1.33 -2.52 0.057
H -1.93 -0.38 -4.00 0.056
C 4.47 4.90 4.12 -0.095
C 4.41 4.26 2.73 -0.272
N 3.24 3.40 2.54 -0.190
C 3.33 2.55 1.35 -0.253
C 3.38 3.23 -0.01 -0.092
C 1.93 4.02 2.76 -0.249
C 1.59 5.27 1.95 -0.089
H 4.40 4.14 4.91 0.079
H 5.43 5.42 4.25 0.072
H 3.68 5.64 4.27 0.064
H 5.31 3.66 2.62 0.117
H 4.46 5.05 1.98 0.097
H 2.50 1.83 1.36 0.106
H 4.23 1.93 1.45 0.109
H 2.41 3.64 -0.29 0.047
H 3.65 2.50 -0.78 0.073
H 4.13 4.04 -0.04 0.068
H 1.85 4.28 3.82 0.102
H 1.14 3.28 2.61 0.111
H 2.40 6.01 1.95 0.068
H 0.70 5.75 2.37 0.074
H 1.35 5.02 0.91 0.050
```

- E_tot (a.u.) = -1805.399577
- LUMO energy (eV) = 0.119
- multiplicity = 1
- frontier orbital gap (eV) = 8.200



5.
A gas-phase ion, C3H7N2S (charge +1). Source: the OMol25 dataset; level of theory: the ωB97M-V functional and the def2-TZVPD basis.

The geometry in XYZ format:
```
13
Properties=species:S:1:pos:R:3:lowdin_charge:R:1
C 1.02 1.22 1.11 0.084
C 0.53 1.12 -1.77 0.298
C -0.58 -0.26 0.08 -0.578
N 0.29 0.19 1.19 -0.115
N 0.27 -0.14 -1.14 -0.070
S -0.91 -2.08 0.40 0.779
H 1.70 1.57 2.04 0.114
H 0.04 1.84 -1.23 -0.023
H -1.65 0.20 -0.04 0.170
H 0.21 -0.25 2.12 0.141
H 0.13 -0.88 -1.76 0.125
H 1.16 -0.33 -0.80 0.120
H -2.21 -2.20 -0.22 -0.044
```

- E_tot (a.u.) = -625.662906
- LUMO energy (spin up / spin down) (eV) = -5.802 / -5.801
- ΔE to the lowest compared entry with this formula, charge and spin (kcal/mol) = 194.1
- multiplicity = 1
- frontier orbital gap (spin up / spin down) (eV) = 7.732 / 7.733
- charge = +1



6.
C15H14N2O2 in the gas phase. Source: the OMol25 dataset; level of theory: the ωB97M-V functional and the def2-TZVPD basis.

The geometry in XYZ format:
```
33
Properties=species:S:1:pos:R:3:lowdin_charge:R:1
O -2.15 -1.59 -1.27 0.058
C -2.06 -0.97 -0.22 -0.443
N -1.43 -1.43 0.88 0.081
H -1.34 -0.81 1.67 0.144
C -0.64 -2.63 0.88 -0.170
H -0.84 -3.13 -0.07 0.118
H -0.98 -3.29 1.69 0.120
C 0.85 -2.33 1.04 -0.122
C 1.33 -1.34 0.03 -0.181
C 1.00 -1.28 -1.30 -0.044
N 1.63 -0.22 -1.89 0.089
C 2.38 0.44 -0.96 -0.214
C 3.19 1.56 -1.08 -0.027
C 3.83 2.00 0.05 -0.105
C 3.69 1.34 1.28 -0.107
C 2.89 0.23 1.40 -0.032
C 2.22 -0.24 0.27 -0.130
H 2.79 -0.27 2.35 0.103
H 4.21 1.72 2.14 0.095
H 4.47 2.87 0.00 0.096
H 3.30 2.07 -2.03 0.105
H 1.53 0.04 -2.86 0.157
H 0.35 -1.91 -1.87 0.122
H 1.03 -1.92 2.04 0.108
H 1.41 -3.26 0.96 0.119
C -2.68 0.36 -0.05 -0.183
C -3.43 1.10 -0.93 0.009
C -3.76 2.30 -0.26 -0.051
C -3.19 2.20 0.97 -0.108
O -2.53 1.04 1.11 0.046
H -3.18 2.88 1.81 0.122
H -4.34 3.11 -0.65 0.102
H -3.70 0.80 -1.92 0.118
```

- E_tot (a.u.) = -840.005608
- LUMO energy (eV) = 0.806
- ΔE to the lowest compared entry with this formula, charge and spin (kcal/mol) = 17.3
- multiplicity = 1
- SMILES = O=C(NCCc1c[nH]c2ccccc12)c1ccco1
- frontier orbital gap (eV) = 8.569



7.
2 unconnected molecules or ions with the total composition C4H8Cl2Si. Source: the OMol25 dataset; level of theory: the ωB97M-V functional and the def2-TZVPD basis.

The geometry in XYZ format:
```
15
Properties=species:S:1:pos:R:3:lowdin_charge:R:1
C 1.58 -0.64 -0.41 -0.176
C 0.93 0.36 0.09 -0.085
C 0.95 -1.78 -1.22 -0.076
C 1.05 1.66 0.78 -0.144
Si -2.58 0.43 0.85 0.024
Cl -3.68 1.63 -0.52 0.091
Cl -3.40 -1.54 0.41 0.042
H 2.60 -0.65 -0.51 0.079
H 1.21 -2.62 -0.63 0.055
H -0.14 -1.79 -1.36 0.079
H 1.37 -1.81 -2.15 0.034
H 2.12 2.11 0.62 0.117
H 0.49 2.31 0.13 0.050
H 0.49 1.78 1.74 0.073
H -2.99 0.55 2.17 -0.163
```

- E_tot (a.u.) = -1366.990226
- LUMO energy (spin up / spin down) (eV) = -0.150 / -1.773
- ΔE to the lowest compared entry with this formula, charge and spin (kcal/mol) = 120.5
- multiplicity = 1
- frontier orbital gap (spin up / spin down) (eV) = 8.635 / 6.530



8.
11 unconnected molecules or ions with the total composition C38H76Br6O16. Source: the OMol25 dataset; level of theory: the ωB97M-V functional and the def2-TZVPD basis.

The geometry in XYZ format:
```
136
Properties=species:S:1:pos:R:3:lowdin_charge:R:1
O 5.50 -2.22 -5.95 0.116
C 5.17 -2.28 -7.10 -0.494
O 5.85 -2.84 -8.16 -0.018
C 7.11 -3.29 -7.89 -0.279
C 7.79 -3.71 -9.20 -0.065
C 3.77 -1.80 -7.52 0.015
H 7.07 -4.07 -7.13 0.129
H 7.78 -2.50 -7.55 0.124
H 7.80 -2.91 -9.94 0.078
H 7.27 -4.52 -9.73 0.072
H 8.77 -4.05 -8.87 0.077
H 3.51 -0.91 -6.96 0.084
H 3.05 -2.60 -7.31 0.085
H 3.63 -1.67 -8.59 0.076
O 9.17 5.61 0.25 0.098
C 8.36 5.84 1.12 -0.529
O 7.01 5.98 0.99 -0.023
C 6.39 5.73 -0.23 -0.244
C 6.36 4.21 -0.40 -0.069
C 8.82 6.22 2.48 0.010
H 6.92 6.16 -1.07 0.121
H 5.40 6.18 -0.22 0.125
H 5.80 4.02 -1.32 0.074
H 5.71 3.74 0.33 0.078
H 7.35 3.75 -0.48 0.080
H 8.16 5.76 3.22 0.091
H 8.75 7.31 2.50 0.097
H 9.85 5.94 2.69 0.092
O -0.54 6.27 -2.53 0.057
C -1.29 7.06 -3.16 -0.478
O -0.98 7.76 -4.25 0.001
C 0.02 7.30 -5.11 -0.254
C 0.08 8.10 -6.39 -0.072
C -2.66 7.44 -2.60 0.009
H -0.25 6.28 -5.38 0.126
H 1.01 7.18 -4.68 0.127
H 0.40 9.13 -6.25 0.079
H -0.82 8.05 -6.99 0.079
H 0.86 7.68 -7.03 0.079
H -2.72 8.11 -1.74 0.089
H -3.19 6.52 -2.35 0.082
H -3.32 7.77 -3.40 0.076
O -2.63 2.94 5.68 0.071
C -2.69 3.15 4.47 -0.536
O -1.90 3.96 3.79 -0.024
C -0.86 4.76 4.38 -0.186
C 0.47 4.00 4.33 -0.062
C -3.90 2.69 3.69 0.011
H -1.13 5.17 5.36 0.127
H -0.81 5.50 3.58 0.121
H 0.70 3.32 5.16 0.076
H 1.17 4.83 4.45 0.072
H 0.64 3.49 3.38 0.080
H -3.73 1.87 2.99 0.084
H -4.27 3.56 3.15 0.082
H -4.74 2.46 4.34 0.084
O -7.25 3.71 -9.40 0.023
C -7.20 4.73 -8.63 -0.417
O -8.29 5.55 -8.33 -0.046
C -9.63 5.27 -8.72 -0.226
C -10.54 5.99 -7.74 -0.071
C -5.85 5.24 -8.24 0.002
H -9.75 4.19 -8.78 0.120
H -9.75 5.68 -9.72 0.124
H -10.53 5.65 -6.70 0.075
H -11.60 5.98 -8.00 0.076
H -10.23 7.03 -7.70 0.075
H -5.85 6.32 -8.41 0.086
H -5.05 4.77 -8.81 0.092
H -5.72 5.15 -7.16 0.087
O 7.55 -0.81 5.83 0.073
C 7.79 -1.67 4.98 -0.555
O 7.35 -2.91 5.00 0.006
C 6.42 -3.32 5.99 -0.243
C 5.92 -4.73 5.75 -0.063
C 8.71 -1.45 3.84 0.019
H 5.56 -2.66 6.06 0.122
H 6.82 -3.22 7.00 0.126
H 6.78 -5.38 5.92 0.079
H 5.57 -4.84 4.73 0.077
H 5.05 -4.89 6.39 0.082
H 9.07 -2.46 3.66 0.089
H 9.51 -0.77 4.14 0.093
H 8.18 -1.05 2.98 0.095
O -9.50 -3.61 -0.46 0.060
C -9.40 -2.63 0.30 -0.478
O -9.40 -2.67 1.63 -0.019
C -9.18 -3.90 2.30 -0.212
C -7.71 -3.90 2.82 -0.053
C -9.49 -1.18 -0.23 0.014
H -9.41 -4.76 1.67 0.114
H -9.84 -3.99 3.17 0.118
H -7.00 -3.62 2.05 0.074
H -7.48 -4.90 3.17 0.074
H -7.65 -3.13 3.59 0.073
H -9.17 -0.39 0.44 0.072
H -10.50 -0.83 -0.45 0.083
H -8.84 -1.05 -1.10 0.081
O 0.56 -3.30 11.42 0.064
C -0.49 -2.86 10.91 -0.497
O -1.38 -1.95 11.40 -0.035
C -1.18 -1.46 12.71 -0.224
C -1.96 -2.39 13.67 -0.055
C -0.94 -3.25 9.53 0.012
H -1.69 -0.50 12.78 0.114
H -0.14 -1.22 12.93 0.122
H -1.57 -2.21 14.67 0.076
H -1.68 -3.43 13.48 0.071
H -3.03 -2.29 13.48 0.078
H -0.52 -4.23 9.30 0.088
H -0.55 -2.44 8.92 0.097
H -2.02 -3.35 9.51 0.087
Br 4.27 -7.29 -1.67 0.625
C 5.95 -6.87 -0.76 -0.725
C 6.31 -8.02 0.09 -0.709
Br 7.97 -7.66 1.12 0.579
H 5.75 -6.00 -0.14 0.053
H 6.71 -6.54 -1.47 0.066
H 6.50 -8.83 -0.62 0.053
H 5.53 -8.34 0.78 0.058
Br -5.25 -12.67 -4.17 0.582
C -4.41 -11.45 -2.84 -0.682
C -4.55 -10.04 -3.40 -0.687
Br -3.99 -8.76 -1.99 0.580
H -3.36 -11.70 -2.66 0.057
H -4.94 -11.60 -1.90 0.048
H -5.61 -9.85 -3.52 0.043
H -3.93 -9.88 -4.28 0.059
Br 0.69 -1.84 0.79 0.580
C -0.08 -0.66 -0.62 -0.673
C -1.41 -1.23 -1.11 -0.662
Br -2.26 -0.07 -2.52 0.548
H 0.67 -0.51 -1.39 0.058
H -0.27 0.32 -0.18 0.049
H -2.11 -1.48 -0.31 0.055
H -1.13 -2.15 -1.61 0.045
```

- E_tot (a.u.) = -18141.384632
- LUMO energy (eV) = 0.158
- ΔE to the lowest compared entry with this formula, charge and spin (kcal/mol) = 60.8
- multiplicity = 1
- SMILES = CCOC(C)=O.CCOC(C)=O.CCOC(C)=O.CCOC(C)=O.CCOC(C)=O.CCOC(C)=O.CCOC(C)=O.CCOC(C)=O.BrCCBr.BrCCBr.BrCCBr
- frontier orbital gap (eV) = 10.225